No. 1
49
Properties=species:S:1:pos:R:3:mulliken_charge:R:1 method="wB97M-V/def2-TZVPD" de_lowest_kj_mol=110.4 homo_lumo_gap_ev="4.6 / 4.6" e_lumo_ev="-17.8 / -17.8" total_charge=+4
Ru -0.599 0.525 -0.060 0.4415
O -2.043 -0.172 1.237 -0.3843
O 0.418 0.803 1.652 -0.0693
O -1.813 2.169 0.077 -0.2470
O 0.679 1.985 -0.750 -0.3898
N 0.729 -1.207 -0.701 0.3972
N 1.649 -3.311 -1.510 0.3342
C -0.365 -2.154 -0.898 -0.2227
C 1.247 2.029 1.605 -0.3615
C 1.427 -0.973 -1.982 -0.3550
C 0.278 -3.581 -1.546 -0.6744
C -0.470 0.723 2.834 -0.3915
C -1.493 2.992 -1.103 -0.5963
C 2.218 -3.188 -0.215 -0.7795
C -1.431 -0.404 2.556 -0.6161
C 1.795 2.115 0.203 -0.6386
C 1.670 -1.729 0.296 -0.4512
C -3.166 1.586 0.056 -0.5625
C -3.245 0.713 1.274 -0.4382
C 2.117 -2.356 -2.464 -0.7979
C -0.020 3.280 -1.008 -0.3901
H 0.716 -0.650 -2.741 0.5209
H 2.043 1.923 2.344 0.4645
H 2.207 -0.226 -1.860 0.3270
H -4.130 0.077 1.264 0.3970
H -1.764 2.432 -2.004 0.4106
H -0.016 -4.395 -0.886 0.3708
H 1.181 -1.879 1.256 0.2983
H -3.271 1.009 -0.873 0.3985
H 0.614 2.879 1.868 0.4003
H 0.374 3.697 -1.934 0.4178
H -3.210 1.294 2.195 0.4466
H -1.086 -1.806 -1.640 0.5581
H -0.943 -1.375 2.494 0.2977
H 0.151 0.523 3.709 0.4749
H 1.782 -2.600 -3.471 0.3350
H 2.521 -1.062 0.402 0.5591
H -0.973 1.685 2.948 0.3902
H 3.202 -2.271 -2.428 0.3359
H -0.841 -2.423 0.044 0.3902
H -2.214 -0.459 3.314 0.4419
H -0.102 -3.700 -2.558 0.2758
H 2.485 1.306 -0.028 0.2284
H 0.200 3.947 -0.176 0.4370
H 1.866 -3.971 0.453 0.3214
H 3.306 -3.158 -0.253 0.3300
H -2.075 3.915 -1.067 0.4363
H 2.309 3.062 0.031 0.4737
H -3.916 2.379 0.046 0.4551

***

No. 2
51
Properties=species:S:1:pos:R:3:mulliken_charge:R:1 method="wB97M-V/def2-TZVPD" smiles="CCCNC(C(=O)[O-])(C(=O)[O-])N(CCO[Si](C)(C)C)CSCC" homo_lumo_gap_ev=5.2 e_lumo_ev=4.4 total_charge=-2
S 3.161 -0.561 0.865 -0.2276
Si -0.762 0.830 3.087 0.7570
O 2.476 2.416 -3.114 -0.7634
O 1.001 -1.722 -2.922 -0.6540
O 0.277 2.611 -3.575 -0.7281
O 2.011 -0.405 -4.414 -0.7650
O 0.446 1.277 2.071 -0.3294
N 1.786 0.605 -1.173 0.1050
N -0.413 0.464 -2.116 0.1921
C 1.029 0.609 -2.420 0.3962
C 2.601 -3.337 0.735 -1.1881
C 1.290 2.016 -3.133 0.0660
C 1.301 1.586 -0.239 -1.4150
C -3.421 -0.490 -2.117 -0.9059
C 1.437 -0.613 -3.350 0.1236
C -2.330 1.831 2.806 -1.2027
C 2.789 -2.138 1.675 -0.1687
C 0.113 1.188 0.665 0.2164
C -0.180 1.069 4.853 -1.1599
C 2.141 -0.693 -0.659 -0.8042
C -1.102 -1.019 2.854 -1.0329
C -1.268 0.266 -3.276 -1.0173
C -2.716 0.629 -2.920 -0.6541
H -2.848 -1.419 -2.155 0.2952
H -0.849 -1.559 3.766 0.3573
H 2.760 -1.218 -1.376 0.7995
H -2.067 2.766 2.311 0.3388
H 2.843 -4.275 1.234 0.3951
H 0.981 2.456 -0.808 0.3541
H 3.619 -2.356 2.346 0.3942
H -2.671 1.515 -2.287 0.2933
H -3.286 0.868 -3.818 0.4126
H -3.502 -0.213 -1.065 0.0735
H -0.724 1.863 0.465 0.2583
H -0.041 2.117 5.115 0.2968
H -0.474 -1.405 2.050 0.1332
H -0.242 0.188 0.414 0.1403
H -2.965 1.294 2.098 0.3021
H -2.894 2.029 3.715 0.3498
H 0.775 0.560 4.996 0.2834
H 1.580 -3.385 0.364 0.3260
H -2.139 -1.195 2.571 0.3573
H -1.265 -0.784 -3.599 0.4260
H 1.895 -2.024 2.291 0.0357
H -0.921 0.865 -4.110 0.5219
H 3.232 -3.239 -0.147 0.2816
H 2.086 1.943 0.433 0.5811
H -4.418 -0.716 -2.499 0.3442
H -0.898 0.613 5.535 0.3319
H 1.272 -1.334 -0.472 0.3393
H -0.503 -0.375 -1.552 0.1376